Entry 1:
23
Properties=species:S:1:pos:R:3:forces:R:3:nbo_charge:R:1 method="wB97M-V/def2-TZVPD" energy_ev=-34976.78822 relative_energy_ev=0.299 orbital_gap_ev="11.5 / 5.9" homo_ha="-0.6473 / -0.6473" spin_multiplicity=2 charge=+2
K -5.502 -0.733 1.428 -0.170 -0.170 -0.072 0.995
O -2.884 2.697 2.741 0.716 0.864 -2.484 -0.627
O -4.608 1.449 2.620 -1.827 1.685 2.166 -0.743
O 1.615 1.730 2.738 0.415 -0.286 -0.148 -0.403
O -2.930 0.831 1.437 -0.388 0.399 -1.588 -0.528
O 2.075 3.896 2.812 -0.008 0.195 0.145 -0.048
O 3.465 2.456 1.848 0.238 -0.174 -0.064 -0.544
C -0.419 0.568 3.246 -0.021 -0.142 0.209 -0.442
C 0.278 1.898 3.382 -0.376 0.392 0.268 -0.077
C -0.639 0.102 1.805 0.075 -0.125 -0.085 -0.437
C -1.565 0.955 0.960 0.032 0.043 -0.360 -0.079
C -3.471 1.860 2.071 2.429 -1.191 5.053 0.975
C 2.385 2.692 2.486 -0.341 0.080 -0.144 0.980
H 0.322 0.057 1.274 -0.196 -0.053 0.099 0.238
H -1.372 0.667 3.785 0.192 0.005 -0.117 0.244
H 4.020 3.232 1.647 0.083 0.093 0.041 0.556
H 0.165 -0.188 3.787 -0.138 0.139 -0.110 0.252
H -1.025 -0.926 1.821 0.128 0.211 -0.008 0.239
H -0.232 2.716 2.861 0.077 -0.148 0.121 0.225
H -1.299 2.018 0.963 -0.051 -0.250 -0.133 0.206
H -4.530 2.047 3.507 -1.087 -1.775 -2.723 0.556
H 0.474 2.170 4.425 -0.079 -0.068 -0.227 0.239
H -1.622 0.564 -0.061 0.296 0.275 0.160 0.223



Entry 2:
14
Properties=species:S:1:pos:R:3:forces:R:3:nbo_charge:R:1 method="wB97M-V/def2-TZVPD" smiles="[NH2+]=C1CC=C(Cl)ON1" energy_ev=-21785.78515 relative_energy_ev=2.564 orbital_gap_ev=9.8 homo_ha=-0.5059 charge=+1
Cl 4.312 -0.128 -0.207 2.011 0.665 -0.265 0.200
O 2.142 1.281 0.593 0.888 -1.856 -1.125 -0.308
N -1.258 0.924 -0.430 2.962 -1.620 0.767 -0.712
N 0.896 1.486 0.040 -1.024 -1.327 -0.585 -0.242
C -0.035 0.507 -0.022 0.685 2.418 1.012 0.564
C 0.441 -0.822 0.507 0.222 2.213 -1.182 -0.511
C 2.727 -0.029 0.100 -3.169 0.525 0.765 0.179
C 1.872 -1.037 0.027 -1.711 -0.436 0.115 -0.264
H 0.792 2.274 -0.597 0.649 0.148 0.427 0.410
H -1.914 0.181 -0.542 -0.947 0.291 -0.518 0.440
H 2.003 -2.050 -0.334 0.915 0.307 -0.061 0.269
H 0.405 -0.799 1.550 0.378 0.770 2.143 0.284
H -1.273 1.866 -0.794 -1.022 -0.207 -0.163 0.429
H -0.326 -1.515 0.396 -0.837 -1.891 -1.330 0.263



Entry 3:
161
Properties=species:S:1:pos:R:3:forces:R:3:mulliken_charge:R:1 method="wB97M-V/def2-TZVPD" smiles=CC1(C)CCCC(C)(C)N1O.CC1(C)CCCC(C)(C)N1O.CC1(C)CCCC(C)(C)N1O.CC1(C)CCCC(C)(C)N1O.COC[C@H](C)N.CO.CO.CO.CO energy_ev=-73170.51281 relative_energy_ev=0.000 orbital_gap_ev=8.2 homo_ha=-0.2867 charge=0
O 0.275 27.570 -26.816 -0.166 0.220 -0.291 -0.181
O -5.239 20.706 -25.064 0.072 0.328 -0.178 -0.365
O -4.986 24.153 -23.991 0.433 -0.416 -0.470 -0.225
O -2.758 27.237 -18.221 0.289 0.051 0.058 -0.521
O -1.240 22.189 -23.753 0.176 0.194 0.272 1.218
O 0.921 21.788 -21.842 0.292 -0.503 -0.299 -0.327
O 0.383 20.054 -26.117 0.019 0.399 0.173 -0.154
O -2.357 21.011 -21.289 -0.118 -0.212 -0.564 -0.622
O -1.299 18.120 -20.727 0.037 -0.313 0.323 -0.701
N -2.636 27.843 -26.416 0.344 -0.101 -0.178 -0.713
N -2.767 28.206 -19.252 -1.341 -0.005 -0.268 0.596
N -1.295 17.289 -21.890 -0.456 1.024 -0.210 1.125
N 1.415 20.713 -26.808 0.496 -1.382 -0.685 -0.125
N -5.394 20.255 -26.401 -0.206 -0.704 0.603 0.012
C -1.560 28.143 -25.440 -1.775 -0.316 -0.115 0.499
C -5.838 24.282 -22.880 -0.384 -0.028 0.511 -0.808
C -0.305 28.639 -26.101 0.729 0.079 0.708 -1.057
C 1.515 27.906 -27.389 0.003 -0.050 -0.365 -0.802
C 2.556 21.001 -25.963 -0.220 1.019 0.698 2.239
C -2.045 15.279 -22.944 0.309 0.325 -0.055 -0.923
C 0.051 17.295 -22.469 0.364 -0.276 0.172 2.174
C 1.138 16.807 -21.509 0.076 -0.520 0.044 -1.952
C -0.634 15.082 -23.470 0.158 -0.266 0.194 -0.832
C -1.543 15.221 -20.469 -0.242 -0.425 0.621 -1.681
C -6.013 22.598 -27.143 -0.001 0.197 0.311 -1.657
C -3.490 16.474 -21.336 -0.256 0.243 0.395 -1.862
C -5.165 20.203 -29.229 -0.247 0.369 -0.061 -0.677
C -6.346 21.098 -27.111 -0.245 0.003 -0.727 2.093
C 3.011 19.728 -25.260 0.071 -0.226 -0.034 -1.817
C -2.056 16.073 -21.625 0.377 -0.193 -0.220 1.323
C -2.667 29.550 -18.719 0.156 0.482 0.042 1.458
C -3.918 29.815 -17.854 0.400 -0.163 0.165 -1.902
C -0.681 27.325 -20.243 -0.216 0.654 0.010 -1.765
C 0.694 22.809 -20.927 0.172 1.050 0.484 -0.698
C 2.184 22.057 -24.906 -0.400 -0.102 0.576 -2.139
C -2.247 28.770 -21.552 -0.057 0.657 -0.473 -0.638
C 3.704 21.533 -26.811 0.409 -0.361 -0.336 -1.372
C -2.711 30.555 -19.879 -1.007 0.468 0.022 -1.374
C -3.046 21.017 -26.947 -0.079 0.419 0.268 -0.619
C -2.155 27.708 -20.469 0.769 -0.487 0.127 1.926
C 0.940 21.522 -27.913 0.036 -0.123 -0.039 2.295
C 2.125 22.125 -28.674 -0.271 1.423 -0.327 -1.358
C -4.093 19.875 -26.933 0.405 0.377 -0.741 2.333
C -4.281 19.332 -28.356 0.033 0.229 -0.384 -1.108
C -2.927 26.469 -20.929 -0.614 0.184 0.006 -1.648
C -1.534 23.565 -24.019 0.067 -0.102 -0.212 -0.455
C 0.015 16.422 -23.721 0.009 0.441 -0.515 -0.840
C -1.899 30.188 -21.093 0.164 -0.933 0.140 -1.178
C 0.036 22.663 -27.444 -0.754 -0.033 0.322 -1.009
C 0.178 20.599 -28.864 -0.630 -0.118 -0.061 -1.962
C -6.472 20.583 -28.550 -0.403 -0.229 -0.541 -1.347
C 3.273 22.593 -27.797 0.207 0.522 0.167 -0.633
C -3.533 18.732 -26.115 0.129 -0.312 0.518 -2.214
C -7.716 20.910 -26.463 -0.082 0.354 0.541 -2.060
C -1.427 29.808 -17.857 0.252 0.296 -0.004 -1.663
C -3.538 20.856 -22.105 -0.502 0.262 0.862 -0.329
C 0.385 18.725 -22.848 -0.168 0.868 0.544 -2.295
C -1.301 26.896 -24.597 0.892 0.926 -0.405 -0.792
H -4.825 21.584 -25.140 -0.027 -0.035 0.232 0.109
H -5.765 22.973 -26.145 -0.012 0.026 -0.093 0.163
H 1.014 16.342 -24.163 0.113 -0.149 0.377 0.453
H -7.979 19.857 -26.387 0.102 -0.060 -0.062 0.468
H -3.689 27.030 -18.088 0.028 -0.050 -0.017 0.339
H -2.780 25.592 -20.300 0.245 0.066 0.033 0.524
H -4.119 20.010 -21.738 -0.019 -0.135 -0.396 0.499
H 1.422 28.698 -28.145 -0.082 0.082 0.174 0.307
H 2.566 19.617 -24.271 0.111 0.064 -0.240 0.326
H 2.434 21.558 -29.552 0.197 -0.526 0.366 0.403
H -2.517 14.307 -22.797 -0.263 0.105 0.005 0.471
H -2.586 20.791 -20.382 -0.019 0.226 0.063 0.322
H -2.181 26.483 -24.119 -0.188 0.059 -0.112 -0.143
H -3.304 19.299 -28.845 0.084 -0.263 0.219 0.323
H -4.644 21.125 -29.516 0.150 -0.101 0.136 0.282
H -6.898 23.150 -27.464 0.020 -0.021 -0.050 0.555
H 1.706 23.045 -29.108 0.083 -0.171 -0.220 0.379
H -2.434 20.988 -26.040 0.065 -0.061 -0.124 -0.154
H 1.535 23.519 -20.892 0.068 -0.264 -0.156 0.282
H -4.093 15.566 -21.273 -0.199 0.125 -0.162 0.455
H -7.727 21.333 -25.454 0.001 -0.059 -0.074 0.305
H -0.068 14.530 -22.712 0.110 -0.071 -0.160 0.360
H 0.197 21.744 -22.479 0.001 0.158 0.029 0.235
H -1.524 24.227 -23.145 -0.069 -0.402 0.227 -0.007
H 1.206 21.832 -24.465 0.077 -0.006 -0.149 0.501
H -5.399 19.698 -30.170 0.097 -0.031 0.024 0.447
H 2.841 22.045 -24.033 0.234 0.097 -0.224 0.559
H -0.642 26.542 -19.490 0.273 -0.174 -0.122 0.402
H -2.591 15.886 -23.672 -0.221 -0.269 -0.025 0.137
H -3.595 17.003 -20.385 0.188 -0.151 0.052 0.398
H -0.529 16.984 -24.486 -0.351 -0.086 -0.017 0.047
H -8.484 21.426 -27.043 0.035 -0.016 -0.072 0.420
H -1.419 29.154 -16.986 0.115 -0.044 -0.051 0.381
H -0.517 29.513 -26.730 0.024 -0.116 -0.210 0.442
H -0.455 19.906 -28.308 0.059 0.089 0.049 0.208
H -3.231 28.796 -22.035 -0.112 -0.180 0.289 0.507
H -0.168 23.435 -21.181 -0.198 -0.245 0.111 0.140
H 0.597 22.426 -19.905 -0.253 -0.078 -0.083 0.293
H 0.609 19.330 -21.961 0.176 -0.270 -0.049 0.752
H -3.996 26.713 -20.887 0.061 -0.053 -0.132 0.591
H -0.580 27.232 -23.844 0.034 -0.555 0.149 0.053
H 4.117 22.961 -28.390 -0.019 -0.383 -0.169 0.434
H 0.588 23.398 -26.861 0.045 0.168 -0.155 0.180
H -4.798 29.327 -18.273 0.012 0.032 -0.138 0.421
H -2.515 23.621 -24.495 0.108 0.295 -0.106 0.221
H -1.718 18.945 -21.001 0.142 -0.045 -0.312 0.301
H -1.830 21.878 -23.056 0.199 0.126 -0.031 -0.595
H -3.752 29.431 -16.846 -0.154 0.075 0.021 0.394
H -0.742 23.938 -24.666 -0.158 -0.132 -0.214 0.029
H 4.170 20.692 -27.341 -0.154 0.041 -0.081 0.371
H -1.541 28.528 -22.349 -0.072 -0.283 0.017 -0.349
H -2.104 30.835 -21.944 0.250 0.361 0.162 0.496
H 0.410 28.963 -25.323 -0.073 0.073 -0.099 0.421
H 1.070 15.731 -21.350 0.033 0.021 0.043 0.422
H -2.477 31.551 -19.488 0.363 -0.134 0.042 0.526
H -1.987 28.922 -24.797 0.311 0.122 -0.011 0.339
H -2.544 18.465 -26.490 0.040 -0.038 -0.083 0.296
H -2.895 28.686 -26.921 -0.003 0.005 0.116 0.284
H -6.978 21.340 -29.163 0.107 0.157 0.209 0.419
H 1.053 17.294 -20.539 0.073 0.115 -0.040 0.393
H -4.646 18.304 -28.304 -0.233 0.071 -0.024 0.449
H 2.231 28.223 -26.623 0.042 -0.038 -0.028 0.333
H -0.149 28.199 -19.864 0.125 -0.103 0.054 0.385
H 2.745 18.872 -25.879 0.046 -0.083 0.087 0.399
H 2.114 23.067 -25.308 0.177 0.051 -0.033 0.258
H -6.508 25.140 -22.961 0.066 0.041 0.036 0.376
H -2.682 26.223 -21.962 0.118 -0.065 0.026 -0.180
H -0.489 29.708 -18.405 -0.074 -0.247 -0.045 0.340
H -0.815 26.193 -25.270 -0.069 -0.368 0.311 0.513
H -5.259 24.357 -21.952 0.029 0.194 -0.092 0.182
H -2.394 20.950 -27.818 0.080 -0.169 0.167 -0.250
H -0.476 19.251 -23.282 0.108 -0.345 -0.413 0.079
H -3.415 18.992 -25.061 -0.042 0.061 -0.068 0.091
H -0.786 22.304 -26.811 0.277 -0.072 -0.004 -0.574
H -5.198 22.855 -27.819 0.016 -0.093 -0.068 0.341
H -0.471 23.131 -28.292 0.257 0.192 -0.012 0.667
H -3.769 30.678 -20.157 0.104 -0.315 -0.252 0.457
H -1.429 30.849 -17.521 -0.189 -0.099 0.175 0.421
H -1.557 15.755 -19.516 0.038 0.219 -0.169 0.334
H 4.095 19.747 -25.138 0.020 0.005 0.079 0.442
H -0.631 14.464 -24.370 -0.055 0.046 -0.026 0.427
H -0.832 30.179 -20.851 0.037 0.404 -0.108 0.359
H -0.542 14.819 -20.596 0.003 0.021 -0.164 0.306
H 4.477 21.911 -26.135 -0.075 0.046 0.039 0.449
H -6.460 23.388 -22.782 0.038 0.004 -0.192 0.290
H -2.222 14.370 -20.333 0.087 0.017 -0.077 0.446
H -0.486 21.179 -29.513 0.160 -0.003 -0.101 0.402
H -2.242 27.228 -27.128 -0.115 -0.042 0.117 0.306
H -3.271 20.737 -23.152 0.127 -0.370 0.045 -0.266
H 1.256 18.779 -23.501 -0.381 -0.176 -0.006 -0.213
H -4.108 30.887 -17.804 0.010 0.009 0.151 0.396
H 0.843 20.000 -29.484 0.137 0.055 0.051 0.511
H -0.011 20.700 -25.502 -0.004 -0.094 -0.032 0.157
H -3.862 17.163 -22.097 -0.061 -0.269 -0.209 0.165
H -7.180 19.747 -28.596 0.282 -0.209 0.311 0.448
H -4.187 17.861 -26.180 0.013 0.014 0.029 0.645
H -4.171 21.749 -22.034 0.085 -0.042 0.012 0.248
H -3.463 22.027 -26.985 -0.215 -0.127 -0.020 0.127
H -0.208 27.062 -21.189 0.021 -0.425 0.102 0.290
H 2.127 16.980 -21.939 -0.012 0.216 0.068 0.416
H -4.981 24.935 -24.545 -0.116 0.158 0.162 0.221
H 2.984 23.508 -27.262 -0.240 -0.230 0.123 0.192
H 1.878 27.022 -27.912 0.091 -0.035 0.178 0.181



Q: Among the records above, which one has the lowest charge?
A: C44H103N5O9



Q: What is the charge in the second record?
A: +1